DFT (wB97M-V/def2-TZVPD) results for a structure of composition C33H55BrCl2IN3O4SSbSi3Ti.

Each line ends with the Mulliken charge.
Geometry (Å):
Ti1 -0.4763 -0.6085 0.2088  -0.096
C1 -1.2461 -1.1061 -4.1717  -0.934
C2 -1.0204 0.3315 -3.8159  0.196
N1 -1.7217 1.2375 -4.4839  -0.506
C3 -1.7095 2.5064 -4.0854  -1.574
C4 -1.0678 2.9409 -2.9351  0.624
C5 -1.2087 4.3738 -2.4953  -0.892
O1 0.0987 4.9061 -2.2718  -0.468
C6 -0.3395 1.9887 -2.2086  0.735
C7 0.1502 2.3424 -0.8702  -1.618
N2 0.1897 1.5589 0.1494  1.229
C8 0.7604 2.1639 1.3306  -1.064
C9 2.0708 2.6290 1.2844  0.457
C10 2.6463 3.2311 2.3912  -0.856
C11 1.9167 3.3686 3.5635  -0.796
C12 0.6079 2.9110 3.6211  -0.416
C13 0.0331 2.3114 2.5082  -0.117
I1 -1.9701 1.7413 2.5808  0.213
C14 -0.2372 0.6963 -2.7187  0.795
O2 0.5820 -0.2348 -2.1041  -0.721
H1 -1.6764 -1.1712 -5.1668  0.310
H2 -1.9762 -1.5149 -3.4668  0.294
H3 -0.3448 -1.7153 -4.1007  -0.278
H4 -2.2718 3.2064 -4.6946  0.440
H5 -1.8173 4.4358 -1.5864  0.330
H6 -1.7270 4.9306 -3.2777  0.528
H7 0.0259 5.8550 -2.1209  0.291
H8 0.4370 3.3818 -0.7285  1.388
H9 2.6374 2.4993 0.3731  0.494
H10 3.6660 3.5892 2.3386  0.509
H11 2.3568 3.8398 4.4324  0.466
H12 0.0242 3.0374 4.5234  0.522
O3 -3.7220 -2.9742 4.0290  -0.481
C15 -2.6700 -2.4563 3.4188  0.703
C16 -1.4068 -2.3196 4.0447  -0.789
C17 -0.3583 -1.7723 3.3624  -0.604
N3 -0.5440 -1.3763 2.0799  0.535
C18 -1.7129 -1.4911 1.5260  0.444
Br1 -2.5638 -0.0969 -0.8735  -0.358
C19 -2.8367 -2.0198 2.1026  -0.740
H13 -3.5483 -3.2249 4.9450  0.343
H14 -1.2723 -2.6398 5.0710  0.436
H15 0.6078 -1.6440 3.8237  0.384
H16 -3.7957 -2.0690 1.6069  0.670
C20 5.2309 -0.4240 -0.9214  -0.723
Si1 4.3089 -1.5665 -2.0591  0.632
C21 5.3799 -2.0182 -3.5057  -1.271
C22 3.5189 -3.0857 -1.3184  -0.151
Sb1 2.3593 -0.1961 -3.2249  0.183
Si2 3.1075 2.2727 -3.7718  0.300
C23 4.8316 1.8235 -4.3098  -1.067
C24 1.9746 2.8215 -5.1256  -0.664
C25 3.1711 3.3946 -2.3062  -0.908
Si3 1.9760 -1.3122 -5.6263  0.901
C26 3.6055 -0.9320 -6.4336  -1.213
C27 1.7558 -3.1314 -5.2959  -0.820
C28 0.6237 -0.4834 -6.5887  -1.163
H17 5.6859 -1.0073 -0.1159  0.455
H18 4.6236 0.3539 -0.4640  -0.025
H19 6.0408 0.0507 -1.4806  0.429
H20 6.2632 -2.5126 -3.0839  0.502
H21 5.7400 -1.1498 -4.0614  0.352
H22 4.9126 -2.7226 -4.1944  0.296
H23 4.1062 -3.4401 -0.4670  0.543
H24 3.5004 -3.8789 -2.0690  0.494
H25 2.5044 -2.8944 -0.9662  -0.782
H26 4.8884 1.0232 -5.0508  0.256
H27 5.4601 1.5599 -3.4562  0.274
H28 5.2682 2.7183 -4.7675  0.480
H29 2.1330 2.2575 -6.0471  0.333
H30 2.1794 3.8754 -5.3393  0.506
H31 0.9234 2.7409 -4.8406  0.057
H32 3.7724 2.9820 -1.4956  0.286
H33 2.1899 3.7009 -1.9470  0.202
H34 3.6797 4.3013 -2.6553  0.550
H35 4.4983 -1.2271 -5.8849  0.323
H36 3.6849 0.1157 -6.7285  0.312
H37 3.5900 -1.5173 -7.3621  0.467
H38 1.2157 -3.3488 -4.3750  -0.083
H39 2.7258 -3.6320 -5.2527  0.369
H40 1.1947 -3.5725 -6.1249  0.448
H41 1.0387 -0.2144 -7.5643  0.488
H42 0.2278 0.4266 -6.1363  0.232
H43 -0.2087 -1.1635 -6.7657  0.445
Cl1 2.2309 -0.6616 0.6905  0.020
C29 2.6811 -0.3974 2.4255  -0.449
Cl2 4.3221 0.1705 2.5569  -0.074
H44 2.6112 -1.3658 2.9000  0.504
H45 1.9891 0.3338 2.8269  0.117
C30 -2.6163 -4.6900 -2.5421  -1.352
C31 -2.1955 -3.6969 -1.4634  -0.512
S1 -0.4222 -3.4343 -1.5568  0.762
O4 -0.0930 -2.3782 -0.4612  -0.388
C32 0.2049 -4.9470 -0.8056  -0.399
C33 -0.2592 -5.1861 0.6215  -1.098
H46 -3.7009 -4.7839 -2.5214  0.436
H47 -2.2023 -5.6850 -2.3809  0.385
H48 -2.3322 -4.3466 -3.5375  0.292
H49 -2.4428 -4.0213 -0.4531  0.503
H50 -2.6305 -2.7107 -1.6299  0.248
H51 1.2874 -4.8477 -0.8761  0.273
H52 -0.0960 -5.7424 -1.4917  0.531
H53 0.3420 -5.9862 1.0523  0.461
H54 -1.2996 -5.5029 0.6705  0.321
H55 -0.1238 -4.2947 1.2344  0.144

Values from the calculation:
- total energy (eV) = -215064.493
- net charge = +3
- frontier orbital gap (Ha) = 0.2718
- HOMO (eV) = -15.7